{
  "formula": "C2H3NO2S2",
  "method": "ωB97M-V with the def2-TZVPD basis set",
  "smiles": "O=C(O)C(=S)NS",
  "fmax_ev_per_a": 2.57,
  "relative_energy_ev": 0.258,
  "energy_ev": -29377.7193,
  "symbols": ["O", "C", "O", "C", "S", "N", "S", "H", "H", "H"],
  "positions_angstrom": [[1.485, -0.396, 2.139], [0.869, 0.333, 1.376], [0.742, 1.667, 1.541], [0.143, -0.190, 0.149], [0.117, -1.784, -0.237], [-0.465, 0.775, -0.525], [-1.383, 0.584, -1.966], [1.192, 1.851, 2.377], [-0.353, 1.688, -0.113], [-1.208, -0.787, -1.933]]
}

***

{
  "formula": "ClH28O18",
  "method": "ωB97M-V with the def2-TZVPD basis set",
  "fmax_ev_per_a": 3.86,
  "relative_energy_ev": 0.998,
  "total_charge": -1,
  "energy_ev": -49827.4408,
  "symbols": ["Cl", "O", "O", "O", "O", "O", "H", "H", "O", "H", "H", "O", "H", "H", "O", "H", "H", "O", "H", "H", "O", "H", "H", "O", "H", "H", "O", "H", "H", "O", "H", "H", "O", "H", "H", "O", "H", "H", "O", "H", "H", "O", "H", "H", "O", "H", "H"],
  "positions_angstrom": [[0.041, 0.054, 0.184], [0.218, 1.166, -0.851], [1.307, -0.273, 0.900], [-0.908, 0.537, 1.248], [-0.554, -1.167, -0.447], [1.231, 3.306, -2.136], [0.756, 2.658, -1.578], [2.162, 3.090, -1.814], [-2.203, 3.252, 1.565], [-1.688, 2.920, 2.295], [-1.754, 2.999, 0.753], [-0.408, 0.718, -3.628], [-0.950, 0.725, -2.855], [-0.763, -0.052, -4.114], [-2.120, -2.352, 1.735], [-1.772, -2.911, 2.419], [-1.593, -2.643, 0.986], [1.568, -3.208, 0.770], [0.974, -2.588, 0.423], [2.093, -3.625, 0.104], [-3.530, 0.845, 2.644], [-2.596, 0.913, 2.392], [-4.050, 0.805, 1.847], [3.451, 0.661, -0.854], [3.979, 1.441, -1.074], [4.070, 0.207, -0.254], [-3.618, -0.989, -0.147], [-2.910, -1.379, 0.397], [-3.177, -0.265, -0.561], [2.324, 2.671, 1.050], [2.123, 2.427, 1.922], [2.177, 1.988, 0.442], [0.016, -0.847, 3.539], [-0.083, -0.383, 2.702], [0.680, -1.507, 3.474], [1.893, -0.594, -2.574], [2.286, -0.121, -1.860], [1.232, 0.088, -2.811], [3.475, -1.327, 2.307], [3.941, -2.135, 2.081], [2.632, -1.388, 1.844], [-0.392, -2.746, -2.793], [-1.276, -2.959, -2.516], [-0.062, -2.086, -2.156], [-2.668, 1.057, -1.449], [-2.139, 1.870, -1.492], [-3.414, 1.148, -2.058]]
}

***

What is the formula in the first record?
C2H3NO2S2